Record 1
92
Properties=species:S:1:pos:R:3 method="wB97M-V/def2-TZVPD" spin_multiplicity=2 s2=0.83 gap_ha="0.2676 / 0.2954" total_charge=+2
V 0.57 -0.17 -0.20
S 1.55 2.13 -0.39
S 0.19 -2.46 0.15
S -2.45 0.06 0.28
S 2.68 -0.77 -0.91
P -2.04 0.04 -1.65
P 2.05 -2.67 -0.61
P 0.51 1.80 -2.07
P -0.22 1.10 2.50
O 0.49 -0.03 1.82
O -0.61 2.33 1.76
N -2.81 1.51 2.90
N 2.21 1.90 2.82
C 3.69 2.03 -4.61
C -3.80 2.17 -1.96
C -3.74 -2.03 -2.20
C 1.93 0.84 -5.73
C 2.89 2.16 -3.48
C 1.86 -5.22 -4.38
C -2.14 5.47 -2.68
C 5.01 -5.13 1.85
C 2.76 -4.38 1.48
C -2.95 1.17 -3.99
C 3.21 1.37 -5.73
C -0.74 3.76 -3.62
C -1.78 0.57 3.41
C -1.46 -2.43 -2.89
C -3.69 2.08 -4.74
C -1.83 -3.69 -3.33
C 1.99 -3.62 -2.14
C 3.66 -5.16 2.18
C -3.14 -4.11 -3.20
C -4.10 -3.29 -2.64
C -4.54 3.07 -2.72
C 1.63 -5.77 -3.13
C 1.69 -4.97 -2.00
C -2.43 -1.60 -2.32
C 2.21 -3.06 -3.39
C -0.30 0.27 -1.77
C 5.46 -4.31 0.82
C 1.09 1.65 3.75
C 4.57 -3.53 0.11
C 3.22 -3.57 0.45
C -0.58 3.22 -2.35
C -3.02 1.23 -2.60
C -4.47 3.02 -4.10
C 1.61 1.62 -3.50
C 1.12 0.96 -4.62
C 2.14 -3.87 -4.51
C -1.52 4.89 -3.78
C -1.21 3.79 -1.25
C -1.99 4.92 -1.42
H 1.70 -4.39 1.72
H -5.05 3.72 -4.69
H 3.24 2.69 -2.60
H 2.32 -3.45 -5.49
H -1.67 0.66 4.49
H 3.31 -5.80 2.97
H -2.24 2.29 2.47
H -2.47 5.38 -0.57
H -2.74 6.36 -2.81
H 1.52 -5.39 -1.02
H 1.36 0.90 4.49
H -1.09 -4.33 -3.77
H 0.12 0.55 -4.61
H -5.16 3.80 -2.23
H -3.85 2.19 -0.88
H -3.49 1.82 3.60
H -3.27 1.07 2.08
H 1.83 -5.85 -5.25
H 0.80 2.58 4.23
H 1.85 2.46 2.02
H 2.45 -2.00 -3.48
H -5.12 -3.62 -2.54
H -2.04 -0.46 3.15
H 4.68 2.44 -4.60
H 6.51 -4.29 0.58
H 1.41 -6.83 -3.03
H -0.25 3.31 -4.48
H -0.44 -2.08 -2.99
H -4.48 -1.37 -1.75
H 3.02 2.37 3.24
H 5.70 -5.76 2.38
H -3.65 2.04 -5.82
H 1.55 0.33 -6.61
H 2.50 1.00 2.40
H -1.64 5.33 -4.76
H -1.07 3.35 -0.27
H 4.91 -2.89 -0.69
H 3.83 1.27 -6.60
H -3.42 -5.10 -3.55
H -2.35 0.41 -4.47

***

Record 2
89
Properties=species:S:1:pos:R:3 method="wB97M-V/def2-TZVPD" gap_ha=0.2743 total_charge=+1
Ba 0.88 -0.52 -1.24
O 3.61 0.00 -0.34
O 0.53 -2.85 -0.59
N -0.25 4.27 -0.66
N -1.75 2.57 -0.96
N 0.11 -4.96 0.23
N 0.55 2.14 -1.23
N -0.87 -5.56 0.99
N 1.62 -0.03 1.48
C 4.59 3.21 -0.80
C 2.01 0.10 4.21
C -1.36 -3.40 0.87
C 0.58 0.02 2.32
C 3.36 -6.20 -0.98
C 2.42 -5.49 -0.25
C 0.66 -6.59 -1.48
C -2.90 -4.95 2.26
C -4.58 0.29 -1.43
C -3.96 -0.95 -1.54
C -0.46 2.94 -0.96
C -4.52 2.78 -1.12
C -2.43 1.31 -1.15
C 4.02 -0.07 1.02
C -1.99 5.05 0.88
C 1.87 2.61 -1.10
C -1.69 3.94 1.85
C 3.73 3.33 0.28
C -1.74 -4.62 1.38
C -2.57 7.14 -0.91
C -0.18 -3.63 0.11
C -3.82 1.44 -1.23
C 1.07 -5.70 -0.51
C 2.39 3.02 0.13
C -0.77 -6.95 1.41
C -3.00 5.97 1.14
C 2.22 2.08 -3.56
C 3.08 0.05 3.35
C 0.72 0.09 3.69
C -1.28 5.19 -0.32
C 4.09 2.82 -2.03
C 2.73 2.52 -2.21
C -1.58 6.22 -1.21
C -2.58 -1.02 -1.44
C 1.61 -7.31 -2.19
C 2.96 -7.11 -1.94
C 2.85 -0.01 1.98
C -3.29 7.01 0.27
C -1.74 0.09 -1.23
H 4.10 0.06 3.72
H -1.27 -7.05 2.37
H -0.15 0.14 4.33
H 2.71 -4.78 0.52
H -4.33 3.28 -0.17
H 4.58 -0.99 1.20
H 0.65 4.64 -0.90
H 4.11 3.65 1.25
H -2.37 3.36 -0.86
H 1.17 2.35 -3.69
H -2.22 3.02 1.57
H -0.40 -6.72 -1.68
H -5.65 0.38 -1.50
H 4.75 2.75 -2.89
H -1.22 -7.63 0.69
H -2.58 -5.28 3.24
H -3.52 -5.74 1.82
H -4.21 3.47 -1.92
H 3.70 -7.67 -2.50
H -3.52 -4.06 2.39
H -3.55 5.88 2.07
H 4.69 0.76 1.25
H -5.60 2.66 -1.21
H 2.30 1.00 -3.70
H -2.13 -2.01 -1.54
H 2.81 2.53 -4.36
H -2.79 7.94 -1.60
H 5.64 3.45 -0.70
H -2.00 4.22 2.85
H 0.28 -7.21 1.54
H 1.72 3.07 0.98
H 4.06 0.76 -0.74
H 2.17 0.16 5.28
H -0.62 3.70 1.86
H -4.08 7.71 0.51
H -0.41 0.02 1.86
H 4.42 -6.04 -0.78
H -1.02 6.29 -2.14
H -1.88 -2.46 0.95
H -4.56 -1.84 -1.71
H 1.29 -8.02 -2.95

***

Record 3
93
Properties=species:S:1:pos:R:3 method="wB97M-V/def2-TZVPD" gap_ha="0.1633 / 0.1636" total_charge=+3
Ce 13.81 -6.95 11.52
S 12.16 -9.07 13.51
O 12.59 -9.40 14.83
O 14.82 -7.10 13.73
O 11.84 -7.65 13.23
N 15.28 -8.89 10.75
N 14.22 -6.60 15.91
N 13.21 -9.35 12.31
N 11.79 -5.22 11.21
N 15.71 -4.87 11.50
N 16.02 -8.03 15.43
N 12.80 -7.45 9.10
N 13.99 -4.93 9.39
C 10.80 -3.33 10.09
C 17.61 -3.88 12.66
C 15.02 -7.20 15.00
C 10.82 -8.60 8.46
C 10.55 -5.59 11.66
C 9.41 -4.88 11.30
C 11.90 -4.12 10.41
C 14.47 -6.74 17.35
C 18.08 -3.39 11.45
C 15.38 -4.52 9.09
C 15.34 -10.03 11.50
C 10.47 -7.58 7.55
C 17.47 -10.67 10.50
C 17.02 -8.57 14.53
C 8.30 -9.94 13.90
C 9.16 -11.57 12.36
C 16.41 -10.95 11.40
C 10.42 -10.99 12.42
C 14.99 -8.12 17.67
C 10.62 -9.91 13.29
C 11.98 -8.52 9.20
C 13.32 -3.74 10.02
C 9.50 -3.73 10.51
C 16.21 -8.74 9.80
C 15.33 -12.40 12.97
C 17.30 -9.58 9.65
C 16.45 -12.15 12.18
C 11.32 -6.47 7.48
C 8.10 -11.03 13.06
C 14.24 -11.51 13.04
C 13.30 -5.56 15.43
C 16.27 -8.30 16.85
C 14.22 -10.30 12.34
C 17.36 -3.58 10.26
C 9.56 -9.37 14.03
C 16.17 -4.30 10.34
C 13.40 -5.29 8.10
C 16.40 -4.57 12.65
C 12.49 -6.44 8.25
H 15.26 -8.11 18.72
H 7.46 -9.58 14.48
H 10.96 -2.46 9.44
H 13.53 -6.53 17.85
H 9.57 -7.63 6.92
H 16.64 -9.35 16.94
H 15.90 -5.32 8.49
H 18.01 -8.24 14.83
H 13.90 -3.50 10.92
H 18.12 -3.74 13.59
H 12.34 -9.37 9.78
H 11.25 -11.42 11.86
H 16.05 -7.91 9.11
H 11.11 -5.63 6.78
H 14.18 -5.53 7.37
H 13.31 -2.87 9.34
H 15.26 -13.30 13.54
H 8.46 -5.25 11.68
H 18.01 -9.36 8.85
H 13.82 -4.66 15.12
H 12.71 -5.92 14.57
H 12.60 -5.29 16.24
H 7.13 -11.49 12.98
H 18.32 -11.32 10.45
H 9.03 -12.48 11.78
H 12.86 -4.42 7.64
H 13.38 -11.74 13.66
H 16.86 -8.26 13.46
H 17.69 -3.26 9.25
H 9.74 -8.47 14.65
H 14.27 -8.93 17.51
H 17.29 -12.82 12.05
H 15.38 -3.59 8.51
H 19.02 -2.84 11.43
H 17.07 -7.68 17.26
H 10.50 -6.46 12.31
H 15.95 -5.01 13.52
H 17.02 -9.66 14.59
H 10.19 -9.48 8.54
H 8.62 -3.16 10.20
H 15.17 -5.97 17.67